Entry 1:
# C19H71AlNO15

A structure of composition C19H71AlNO15 (wB97M-V/def2-TZVPD, OMol25).

Atoms and positions in Å:
C 0.987 -1.667 -1.502
O 0.151 -1.267 -0.469
C 0.299 0.126 -0.049
Al -1.379 1.155 -0.561
C -2.947 0.435 0.507
C -3.568 -0.872 -0.036
C -3.443 -2.067 0.920
N -3.023 -3.324 0.282
H 1.865 -2.221 -1.112
H 1.363 -0.829 -2.099
H 0.435 -2.334 -2.174
H 0.441 0.095 1.039
H 1.230 0.534 -0.464
H -1.697 0.800 -2.137
H -1.188 2.743 -0.310
H -3.692 1.238 0.494
H -2.690 0.287 1.569
H -3.103 -1.179 -0.978
H -4.628 -0.712 -0.262
H -2.699 -1.824 1.682
H -4.396 -2.207 1.451
H -3.813 -3.879 -0.018
H -2.463 -3.886 0.907
C 2.809 1.760 1.973
O 3.632 1.030 1.067
H 3.051 2.814 1.845
H 1.753 1.626 1.752
H 2.991 1.486 3.018
H 3.372 0.107 1.149
C -1.379 2.524 3.310
O -0.454 1.815 2.506
H -0.842 3.362 3.758
H -2.214 2.916 2.725
H -1.779 1.904 4.122
H -0.925 1.090 2.079
C -5.078 3.976 0.873
O -4.300 3.049 1.608
H -4.619 4.952 1.009
H -5.089 3.738 -0.194
H -6.108 4.032 1.240
H -4.663 2.167 1.482
C -6.496 7.507 3.022
O -6.215 7.060 1.711
H -7.198 6.803 3.465
H -5.594 7.534 3.642
H -6.968 8.495 3.015
H -5.596 7.675 1.300
C 0.479 4.863 1.079
O 0.082 5.163 -0.252
H 0.229 3.819 1.259
H 1.558 5.011 1.203
H -0.055 5.491 1.801
H 0.295 6.084 -0.429
C 0.140 -5.775 0.078
O 1.242 -4.999 -0.373
H 0.502 -6.793 0.197
H -0.242 -5.416 1.037
H -0.677 -5.776 -0.648
H 0.937 -4.091 -0.493
C 4.728 -4.529 0.321
O 4.393 -4.748 -1.044
H 5.789 -4.747 0.431
H 4.552 -3.492 0.619
H 4.157 -5.182 0.985
H 3.450 -4.557 -1.131
C -9.682 4.734 3.575
O -9.415 4.265 2.266
H -10.383 4.032 4.022
H -8.778 4.757 4.192
H -10.139 5.729 3.568
H -8.783 4.855 1.842
C 1.092 -10.011 -0.810
O 1.147 -9.148 0.319
H 0.299 -10.732 -0.623
H 0.853 -9.471 -1.727
H 2.029 -10.555 -0.958
H 1.849 -8.508 0.165
C 4.764 -1.170 -2.237
O 5.899 -2.029 -2.145
H 5.133 -0.164 -2.410
H 4.108 -1.453 -3.064
H 4.177 -1.173 -1.316
H 5.544 -2.915 -1.996
C -0.665 -12.362 -3.774
O 0.332 -11.378 -3.561
H -0.542 -13.105 -2.989
H -1.676 -11.950 -3.703
H -0.555 -12.862 -4.741
H 0.249 -10.701 -4.239
C -4.554 10.415 2.437
O -4.379 9.805 1.166
H -5.273 9.782 2.945
H -3.631 10.437 3.022
H -4.963 11.426 2.371
H -3.740 10.300 0.647
C 7.440 1.199 -2.843
O 8.414 0.172 -2.714
H 7.963 2.136 -3.025
H 6.771 1.001 -3.685
H 6.852 1.297 -1.927
H 7.940 -0.653 -2.548
C 11.191 0.583 -4.728
O 11.892 1.746 -5.160
H 10.436 0.375 -5.483
H 11.855 -0.284 -4.656
H 10.682 0.727 -3.775
H 12.556 1.959 -4.500

The LUMO energy comes out at 1.898 eV. The calculation puts the HOMO-LUMO gap at 6.43 eV. As for the charge: -1.

***

Entry 2:
# C19H9Br2Cl5IN4O5SW

A structure of composition C19H9Br2Cl5IN4O5SW in a non-equilibrium geometry (wB97M-V/def2-TZVPD, OMol25).

Atoms and positions in Å:
W -0.329 -0.573 0.791
O -0.985 -2.551 1.797
S -1.856 -1.547 2.492
O -2.767 -2.040 3.436
O -2.381 -0.782 1.305
O -0.785 -0.592 2.953
Cl 0.785 -2.810 -6.045
C 0.839 -2.055 -4.516
C 0.172 -2.636 -3.433
Cl -0.720 -4.074 -3.622
C 0.215 -2.001 -2.197
Cl -0.667 -2.587 -0.811
C 0.915 -0.801 -1.989
O 0.920 -0.228 -0.788
C 1.580 -0.233 -3.090
Cl 2.412 1.242 -2.857
C 1.531 -0.848 -4.344
Cl 2.289 -0.117 -5.681
Br -0.508 5.074 4.132
C -0.249 3.599 2.995
C 0.839 2.727 3.214
C 0.960 1.623 2.421
N 0.100 1.310 1.418
C -0.915 2.217 1.150
C -1.111 3.348 1.953
C -1.693 1.904 -0.007
C -2.574 2.803 -0.633
C -3.172 2.448 -1.818
Br -4.318 3.637 -2.716
C -2.903 1.179 -2.368
C -2.068 0.334 -1.690
N -1.448 0.653 -0.536
H 1.539 2.926 4.009
H 1.773 0.925 2.580
H -1.948 4.004 1.781
H -2.763 3.775 -0.207
H -3.359 0.878 -3.296
H -1.883 -0.657 -2.087
I 5.620 -2.446 1.220
C 3.591 -2.192 1.591
C 2.803 -2.875 2.497
N 1.560 -2.369 2.389
N 1.489 -1.411 1.439
C 2.742 -1.284 0.958
H 3.054 -3.661 3.179
H 0.693 -2.688 2.820
H 2.982 -0.547 0.210

The LUMO energy (alpha / beta) comes out at -4.895 / -4.888 eV. For the relative energy (zero: lowest compared OMol25 entry of this formula, charge and spin), the calculation gives 19.3 kcal per mole. The calculation puts the HOMO-LUMO gap (alpha / beta) at 5.88 / 5.95 eV. As for the charge: +1.

***

Entry 3:
# C2

A cluster of 2 separate species, C2 in total in a non-equilibrium geometry (wB97M-V/def2-TZVPD, OMol25).

Atoms and positions in Å:
C -0.695 -1.076 0.124
C 0.695 1.076 -0.124

The LUMO energy (alpha / beta) comes out at 4.129 / 4.825 eV. The expectation value of S² is 0.751. Its multiplicity is 2. For the relative energy (zero: lowest compared OMol25 entry of this formula, charge and spin), the calculation gives 214.0 kcal per mole. The calculation puts the HOMO-LUMO gap (alpha / beta) at 5.47 / 5.86 eV. As for the charge: -1.

***

- Among the records above, which one has the highest charge?
  C19H9Br2Cl5IN4O5SW

***

- Which of these has the highest charge?
  C19H9Br2Cl5IN4O5SW

***

- Which of these has the highest charge?
  C19H9Br2Cl5IN4O5SW